Entry 1:
Here is a cluster of 3 separate species, C30H46F3N2O7P in total in a non-equilibrium geometry from the OMol25 dataset. Energies are from wB97M-V/def2-TZVPD.

The value obtained for the total energy is -66587.0286 eV. Its structure (SMILES) is C#CCCCC1=CC(=O)c2cc(C(F)(F)F)c(P(C)O)c(C)c2C1=O.COCCNCCOC.COCCNCCOC. Its spin multiplicity is 1. Its max |F| is 0.1762 hartree/bohr.

Each line ends with the Löwdin charge.
Element x y z (Å)
C 9.311 1.599 -1.160  0.039
C 9.518 2.813 -1.825  -0.101
C 9.640 4.020 -2.972  -0.215
C 8.787 5.366 -2.586  -0.214
C 7.287 5.093 -1.986  -0.166
C 6.134 4.771 -3.107  -0.071
C 6.317 3.847 -4.295  0.072
C 5.032 3.577 -5.331  -0.204
O 5.153 3.424 -6.653  -0.031
C 3.546 3.517 -4.564  0.007
C 2.350 2.469 -5.068  0.087
C 0.928 2.466 -4.191  -0.027
C -0.211 1.387 -4.692  -0.223
F -0.137 0.235 -3.719  -0.030
F 0.105 0.776 -6.035  -0.011
F -1.578 1.948 -4.807  -0.004
C 0.744 3.482 -2.877  -0.210
P -0.946 3.351 -1.921  0.893
C -1.603 5.108 -1.473  -0.324
O -0.627 2.410 -0.452  -0.393
C 1.950 4.528 -2.384  -0.094
C 1.751 5.480 -1.061  -0.100
C 3.345 4.531 -3.249  0.022
C 4.650 5.502 -2.858  -0.165
O 4.547 6.761 -2.426  -0.027
H 8.987 0.578 -0.635  0.060
H 10.792 4.335 -2.949  0.118
H 9.439 3.637 -4.061  0.101
H 9.399 5.906 -1.715  0.124
H 8.784 6.160 -3.478  0.137
H 6.955 6.108 -1.453  0.126
H 7.228 4.262 -1.163  0.122
H 7.329 3.290 -4.484  0.108
H 2.483 1.731 -5.968  0.115
H -0.994 5.601 -0.573  0.041
H -2.714 5.003 -1.062  0.063
H -1.527 5.792 -2.430  0.069
H 0.132 1.770 -0.690  0.070
H 0.943 6.289 -1.343  0.083
H 2.710 6.052 -0.712  0.081
H 1.404 4.816 -0.131  0.103
C -2.385 -0.891 -2.877  -0.131
O -3.418 -1.401 -2.046  -0.192
C -3.847 -2.718 -2.421  -0.201
C -3.417 -3.745 -1.363  -0.207
N -1.965 -3.951 -1.378  -0.055
C -1.463 -4.706 -0.223  -0.189
C -1.650 -4.078 1.173  -0.218
O -0.875 -2.897 1.389  -0.182
C -1.469 -1.704 0.896  -0.098
H -2.245 0.167 -2.635  0.070
H -1.441 -1.409 -2.687  0.068
H -2.650 -0.971 -3.935  0.092
H -3.497 -2.998 -3.421  0.120
H -4.942 -2.691 -2.454  0.117
H -3.917 -4.701 -1.565  0.121
H -3.755 -3.381 -0.391  0.097
H -1.503 -3.045 -1.388  0.066
H -0.387 -4.844 -0.388  0.117
H -1.912 -5.706 -0.232  0.117
H -1.284 -4.808 1.905  0.108
H -2.702 -3.908 1.425  0.100
H -2.561 -1.726 0.951  0.091
H -1.137 -1.518 -0.126  0.067
H -1.112 -0.870 1.508  0.086
C -3.092 -1.577 6.924  -0.114
O -3.499 -2.840 7.431  -0.200
C -4.924 -2.972 7.540  -0.202
C -5.450 -3.978 6.506  -0.207
N -5.361 -3.440 5.144  -0.056
C -5.590 -4.442 4.096  -0.193
C -4.595 -5.618 4.006  -0.209
O -3.280 -5.238 3.597  -0.205
C -2.450 -4.762 4.648  -0.092
H -2.007 -1.498 7.040  0.091
H -3.325 -1.492 5.859  0.074
H -3.558 -0.757 7.477  0.086
H -5.436 -2.007 7.462  0.120
H -5.124 -3.368 8.542  0.119
H -6.499 -4.211 6.731  0.122
H -4.866 -4.895 6.608  0.098
H -4.435 -3.044 5.005  0.065
H -5.560 -3.903 3.141  0.116
H -6.607 -4.838 4.200  0.116
H -4.965 -6.291 3.223  0.120
H -4.563 -6.218 4.922  0.108
H -2.667 -5.246 5.605  0.090
H -2.542 -3.678 4.733  0.073
H -1.411 -4.977 4.383  0.089

Entry 2:
Here is a structure of composition C4H6Li2O in a non-equilibrium geometry from the OMol25 dataset. Energies are from wB97M-V/def2-TZVPD.

The value obtained for the total energy is -6691.5304 eV. Its total charge is +1. Its spin multiplicity is 2. Its max |F| is 0.1253 hartree/bohr. As for the expectation value of S²: 0.77.

Each line ends with the Löwdin charge.
Element x y z (Å)
O 0.582 -2.017 1.179  -0.232
C 1.508 -1.208 1.110  -0.378
C 1.671 -0.412 -0.089  0.029
Li -1.210 -2.804 1.623  0.867
Li -1.662 -0.689 -0.256  0.732
H 2.184 -1.011 1.941  0.119
H 1.550 -0.964 -1.010  0.044
H 2.415 0.367 -0.029  0.047
C -0.657 1.149 -1.296  -0.072
C -1.728 1.802 -0.495  -0.154
H -0.276 1.637 -2.180  -0.014
H -2.131 2.739 -0.876  0.028
H -2.247 1.411 0.379  -0.015

Entry 3:
Here is a cluster of 2 separate species, C3H8N3S in total in a non-equilibrium geometry from the OMol25 dataset. Energies are from wB97M-V/def2-TZVPD.

The value obtained for the total energy is -18537.3406 eV. Its total charge is +1. Its spin multiplicity is 1. Its max |F| is 0.0937 hartree/bohr.

Each line ends with the Löwdin charge.
Element x y z (Å)
C 1.063 -0.941 -0.235  -0.188
C -0.227 -0.565 -0.446  -0.499
C 3.285 0.084 -0.179  -0.038
N 2.126 -0.091 -0.295  0.181
N 4.523 0.444 -0.025  0.224
N -4.245 0.312 0.278  0.005
S -1.086 0.908 -0.635  0.804
H 1.237 -1.982 0.233  0.162
H -2.314 0.470 0.042  -0.069
H -0.843 -1.350 -0.221  0.037
H 5.167 0.467 -0.730  0.100
H 4.854 0.574 0.975  0.189
H -4.289 1.264 -0.029  0.017
H -4.096 0.473 1.254  0.023
H -5.155 -0.067 0.013  0.052

Entry 4:
Here is the molecule C19H24N2O4S from the OMol25 dataset. Energies are from wB97M-V/def2-TZVPD.

The value obtained for the total energy is -42098.1983 eV. Its structure (SMILES) is CC[C@H](NS(=O)(=O)c1ccc(OC)cc1)C(=O)NCCc1ccccc1. Its spin multiplicity is 1. Its max |F| is 0.0153 hartree/bohr.

Each line ends with the Löwdin charge.
Element x y z (Å)
C 0.247 -0.138 3.320  -0.088
C 0.894 -0.151 1.940  -0.193
H 1.341 0.824 1.737  0.125
C -0.109 -0.447 0.816  -0.299
N -0.532 -1.833 0.846  -0.081
S -1.655 -2.330 -0.302  0.663
O -2.176 -3.563 0.213  -0.289
O -1.005 -2.344 -1.577  -0.268
C -2.924 -1.079 -0.292  -0.293
C -3.965 -1.185 0.615  -0.050
C -4.931 -0.204 0.654  0.014
C -4.856 0.895 -0.211  -0.265
C -3.801 0.986 -1.119  0.009
C -2.836 -0.007 -1.155  -0.046
H -2.012 0.047 -1.848  0.114
H -3.717 1.820 -1.796  0.110
O -5.850 1.805 -0.088  -0.074
C -5.849 2.934 -0.932  -0.079
H -6.731 3.508 -0.653  0.094
H -4.955 3.547 -0.781  0.098
H -5.922 2.647 -1.985  0.098
H -5.759 -0.257 1.343  0.122
H -4.008 -2.047 1.262  0.116
H -0.851 -2.130 1.757  0.104
H -0.965 0.242 0.911  0.148
C 0.568 -0.143 -0.526  -0.496
O 0.405 0.922 -1.089  0.066
N 1.394 -1.109 -0.940  0.069
H 1.324 -2.006 -0.486  0.138
C 2.106 -1.040 -2.192  -0.153
H 1.912 -0.046 -2.603  0.123
H 1.718 -1.797 -2.881  0.126
C 3.612 -1.236 -1.963  -0.130
C 4.100 -0.234 -0.955  -0.243
C 4.253 -0.588 0.379  -0.062
C 4.634 0.353 1.320  -0.095
C 4.865 1.662 0.937  -0.097
C 4.718 2.024 -0.391  -0.081
C 4.336 1.083 -1.329  -0.038
H 4.218 1.371 -2.364  0.116
H 4.898 3.045 -0.696  0.102
H 5.160 2.398 1.671  0.099
H 4.749 0.063 2.355  0.101
H 4.078 -1.611 0.682  0.110
H 4.130 -1.107 -2.914  0.117
H 3.794 -2.250 -1.603  0.113
H 1.688 -0.898 1.906  0.107
H -0.152 -1.117 3.579  0.066
H -0.563 0.587 3.356  0.079
H 0.984 0.134 4.071  0.074

Entry 5:
Here is a structure of composition C6H8N4OS in a non-equilibrium geometry from the OMol25 dataset. Energies are from wB97M-V/def2-TZVPD.

The value obtained for the total energy is -25189.6529 eV. Its spin multiplicity is 1. Its max |F| is 0.1108 hartree/bohr.

Each line ends with the Löwdin charge.
Element x y z (Å)
C -2.099 -2.261 -0.101  -0.419
C -1.564 0.345 0.089  -0.640
C 0.430 1.997 -0.262  -0.058
C 0.641 0.573 -0.195  -0.244
C 1.985 0.012 -0.139  -0.316
C 3.083 0.965 0.130  -0.075
H -1.287 -2.259 -0.925  0.076
H -2.858 -3.059 -0.139  0.035
H -1.587 -2.397 0.860  0.029
H 1.124 2.882 -0.185  0.113
H 4.019 0.459 0.090  0.021
H 3.229 2.165 -0.345  0.155
H 3.015 1.191 1.447  0.181
H 3.401 -2.733 -0.080  0.086
N -1.758 1.712 0.061  0.001
N -0.764 2.536 0.054  0.018
N -0.359 -0.178 0.036  0.111
N 2.235 -1.287 -0.163  0.055
O 3.506 -1.812 0.138  -0.033
S -2.965 -0.689 0.070  0.906

Entry 6:
Here is the molecule C10H18N2O5 in a non-equilibrium geometry from the OMol25 dataset. Energies are from wB97M-V/def2-TZVPD.

The value obtained for the total energy is -23877.3156 eV. Its structure (SMILES) is CC(C)C[C@H](N)C(=O)N[C@@H](CC(=O)O)C(=O)O. Its spin multiplicity is 1. Its max |F| is 0.0910 hartree/bohr.

Each line ends with the Löwdin charge.
Element x y z (Å)
C -0.533 -0.299 -0.401  -0.255
C 0.349 -0.605 0.725  -0.475
C -1.755 0.755 0.072  -0.139
C -3.134 0.590 -0.457  -0.452
C -3.822 1.949 -0.003  -0.103
C -3.897 -0.725 -0.129  -0.094
C 2.536 -0.310 -0.260  -0.232
C 2.747 -1.727 -0.104  -0.508
C 3.855 0.457 -0.120  -0.039
C 3.646 1.947 -0.042  -0.477
H -0.469 -2.308 -0.965  0.089
H -1.495 -1.910 0.203  0.107
H -0.016 0.109 -1.194  0.092
H -1.838 0.321 1.073  0.103
H -1.279 1.792 0.027  0.141
H -2.953 0.613 -1.666  0.173
H -3.406 2.683 -0.826  0.100
H -4.986 1.955 -0.144  0.092
H -3.595 2.311 1.036  0.078
H -4.899 -0.397 0.237  0.074
H -3.788 -1.422 -0.967  0.063
H -3.527 -1.323 0.754  0.079
H 1.874 -0.552 1.805  0.158
H 2.087 -0.047 -1.242  0.186
H 4.547 -0.076 -0.878  0.163
H 4.128 0.029 0.851  0.135
H 2.454 1.708 1.629  0.113
H 3.910 -3.130 -0.588  0.178
N -1.230 -1.586 -0.817  0.046
N 1.676 -0.006 0.937  0.096
O -0.115 -1.258 1.596  0.104
O 2.122 -2.524 0.504  0.167
O 4.008 2.737 -0.891  0.111
O 2.911 2.374 1.042  0.066
O 3.885 -2.122 -0.800  0.060

Entry 7:
Here is a structure of composition C31H41N2O8PdS2Si from the OMol25 dataset. Energies are from wB97M-V/def2-TZVPD.

The value obtained for the total energy is -85196.5771 eV. Its total charge is +1. Its spin multiplicity is 5. Its max |F| is 0.0149 hartree/bohr. As for the expectation value of S²: 6.02.

Each line ends with the Löwdin charge.
Element x y z (Å)
Pd -0.252 -0.959 0.811  0.908
O -0.271 -0.206 6.966  0.105
C -0.320 -0.329 5.629  -0.263
C -1.519 -0.456 4.925  0.088
C -1.452 -0.609 3.561  -0.195
N -0.287 -0.637 2.928  0.055
C 0.864 -0.461 3.576  -0.156
C 0.894 -0.305 4.940  0.099
C 2.082 -0.374 2.682  -0.594
O 3.169 -0.147 3.164  0.095
O 1.821 -0.521 1.411  -0.200
C -2.659 -0.689 2.650  -0.619
O -3.776 -0.627 3.124  0.087
O -2.360 -0.771 1.387  -0.188
H -1.158 -0.230 7.344  0.125
H -2.489 -0.434 5.406  0.139
H 1.837 -0.165 5.452  0.144
N 0.302 1.094 -0.025  -0.193
S -0.212 2.127 -1.184  1.194
C -1.713 2.857 -0.533  -0.378
C -2.087 4.078 -1.079  -0.075
C -3.232 4.679 -0.589  -0.049
C -3.983 4.053 0.401  -0.039
C -3.600 2.817 0.905  -0.026
C -2.447 2.200 0.440  -0.051
C 0.970 3.442 -1.163  -0.423
C 1.278 4.045 0.055  -0.054
C 2.150 5.117 0.035  -0.036
C 2.683 5.564 -1.172  -0.033
C 2.377 4.930 -2.368  -0.045
C 1.508 3.848 -2.375  -0.070
H 1.305 0.884 -0.160  0.051
H -1.498 4.561 -1.851  0.119
H -3.540 5.638 -0.986  0.119
H -4.878 4.532 0.777  0.119
H -4.198 2.314 1.656  0.125
H -2.162 1.232 0.819  0.068
H 0.847 3.689 0.983  0.127
H 2.412 5.607 0.963  0.122
H 3.347 6.420 -1.177  0.121
H 2.811 5.274 -3.298  0.120
H 1.260 3.337 -3.299  0.120
C 3.808 -4.563 -0.055  -0.019
C 2.452 -4.509 0.620  -0.601
C 2.089 -5.852 1.235  -0.011
C 2.408 -3.397 1.659  -0.023
O 1.501 -4.232 -0.451  -0.132
Si -0.049 -3.868 -0.604  -0.091
S -0.027 -1.797 -1.360  0.568
O -0.836 -4.754 -1.684  -0.139
C -0.440 -5.444 -2.906  -0.620
C -1.732 -5.719 -3.650  -0.021
C 0.254 -6.737 -2.507  -0.015
C 0.487 -4.554 -3.720  -0.037
O -0.843 -3.663 0.787  -0.187
C -2.037 -4.278 1.383  -0.591
C -1.959 -3.946 2.860  0.001
C -2.010 -5.786 1.172  -0.015
C -3.261 -3.659 0.733  -0.007
H 4.589 -4.740 0.685  0.098
H 4.014 -3.617 -0.560  0.093
H 3.835 -5.367 -0.793  0.091
H 2.841 -6.141 1.970  0.098
H 2.041 -6.625 0.466  0.089
H 1.119 -5.794 1.735  0.074
H 2.945 -3.707 2.557  0.107
H 1.378 -3.178 1.943  0.064
H 2.871 -2.486 1.276  0.080
H -2.427 -6.260 -3.007  0.092
H -1.534 -6.323 -4.538  0.096
H -2.201 -4.784 -3.962  0.091
H -0.394 -7.331 -1.859  0.094
H 1.184 -6.522 -1.978  0.077
H 0.488 -7.325 -3.396  0.096
H -0.028 -3.644 -4.035  0.082
H 0.822 -5.087 -4.611  0.099
H 1.371 -4.277 -3.138  0.079
H -1.100 -4.440 3.320  0.097
H -2.866 -4.281 3.365  0.107
H -1.865 -2.868 3.005  0.055
H -1.147 -6.238 1.664  0.083
H -1.987 -6.037 0.110  0.077
H -2.914 -6.216 1.605  0.101
H -3.250 -2.574 0.847  0.063
H -4.166 -4.049 1.201  0.102
H -3.287 -3.908 -0.332  0.093

Energy above the lowest of the compared OMol25 structures with the same formula, charge and spin readings, ordered: 1791.47; 351.30; 208.91; 129.96; 245.05; 431.78; 0.00 kJ/mol